2 unconnected molecules or ions with the total composition C5H10O. Source: the OMol25 dataset; level of theory: wB97M-V/def2-TZVPD.

Computed properties:
Gap between HOMO and LUMO = 10.8 eV
E_LUMO = 1.1 eV
Total energy = -271.7062 Eh

```
16
Properties=species:S:1:pos:R:3:nbo_charge:R:1
O 0.72 -0.44 -1.88 -0.541
C 1.53 1.54 -0.79 -0.727
C 0.52 0.69 -1.52 0.454
C -0.48 -1.98 0.72 -0.656
C -1.04 0.41 1.25 -0.436
C -1.30 -0.73 0.62 -0.148
H 2.24 0.89 -0.27 0.234
H 2.07 2.14 -1.52 0.240
H -0.22 -2.35 -0.28 0.236
H -0.18 0.50 1.91 0.190
H -0.45 1.20 -1.75 0.107
H 0.45 -1.80 1.27 0.209
H -2.17 -0.79 -0.04 0.195
H 1.04 2.22 -0.09 0.226
H -1.68 1.28 1.15 0.199
H -1.04 -2.77 1.24 0.219
```

=====

C4H5NO2 in the gas phase. Source: the OMol25 dataset; level of theory: wB97M-V/def2-TZVPD.

Computed properties:
Gap between HOMO and LUMO = 8.4 eV
E_LUMO = 0.5 eV
Total energy = -360.5077 Eh

```
12
Properties=species:S:1:pos:R:3:nbo_charge:R:1
O 0.40 1.33 -2.28 -0.644
O -0.28 -0.15 2.99 -0.513
N 0.27 -0.14 -0.52 -0.313
C -0.46 -0.01 1.80 0.397
C -0.53 -1.29 -0.47 -0.324
C 0.24 -0.81 0.75 -0.182
C 0.76 0.90 -1.07 0.396
H 1.13 -1.35 1.07 0.217
H -1.22 0.69 1.39 0.104
H -0.26 0.72 -2.65 0.498
H -1.60 -1.06 -0.47 0.173
H 1.54 1.49 -0.59 0.190
```

=====

4 unconnected molecules or ions with the total composition C5H16N3O3 at a distorted geometry. Source: the OMol25 dataset; level of theory: wB97M-V/def2-TZVPD.

Computed properties:
Gap between HOMO and LUMO = 10.0 eV
Charge = +1
E_LUMO = -2.7 eV
Total energy = -589.8880 Eh

```
27
Properties=species:S:1:pos:R:3:nbo_charge:R:1
O 2.74 -1.13 -0.52 -0.971
O -3.18 -2.94 -0.23 -0.917
O 3.60 1.68 0.32 -0.960
N 0.97 0.35 -1.60 -0.715
N -1.91 -0.91 2.06 -0.523
N -0.64 -0.88 0.27 -0.558
C -2.01 0.35 1.53 -0.065
C 0.39 1.63 -1.08 -0.217
C -1.20 0.39 0.45 0.069
C -1.04 1.39 -0.65 -0.457
C -1.06 -1.62 1.25 0.202
H 3.62 -1.09 -0.11 0.497
H 0.76 0.20 -2.59 0.422
H -2.47 1.15 2.10 0.239
H -2.48 -1.31 2.79 0.439
H 0.55 -0.46 -1.10 0.476
H -2.66 -2.35 -0.79 0.466
H -1.71 1.00 -1.43 0.237
H -3.21 -2.47 0.62 0.455
H 2.28 -1.73 0.08 0.488
H -1.40 2.33 -0.26 0.253
H -0.91 -2.68 1.35 0.233
H 0.54 2.33 -1.89 0.223
H 0.99 2.07 -0.28 0.238
H 4.01 1.80 1.19 0.489
H 3.42 2.58 0.02 0.475
H 2.01 0.32 -1.51 0.482
```

=====

A molecular structure, C18H18CuN3Sb2Se4. Source: the OMol25 dataset; level of theory: wB97M-V/def2-TZVPD.

Computed properties:
Gap between HOMO and LUMO (alpha / beta) = 6.1 / 5.5 eV
Charge = -1
E_LUMO (alpha / beta) = 2.2 / 1.6 eV
Total energy = -12587.8297 Eh
2S+1 = 2

```
46
Properties=species:S:1:pos:R:3:mulliken_spin:R:1
Sb 0.01 -3.53 2.66 -0.025
Sb 0.01 1.25 -2.52 0.001
Se -2.08 -4.53 3.32 -0.006
Se 0.01 -2.99 0.19 0.434
Se 2.10 -4.53 3.31 -0.006
Se 0.00 -1.04 3.05 0.276
Cu 0.01 -0.62 0.69 0.297
N 1.85 -0.29 -0.64 0.003
N -1.84 -0.28 -0.64 0.005
N -0.03 2.03 0.45 0.008
C 3.56 -1.27 -2.59 0.004
C -1.63 0.00 -1.93 0.000
C 3.79 -1.54 -1.26 -0.004
C -3.77 -1.53 -1.28 -0.004
C 0.04 3.90 -1.04 0.002
C -0.04 2.88 1.48 -0.009
C 1.65 -0.01 -1.93 0.001
C -2.46 -0.46 -2.94 -0.003
C -3.54 -1.25 -2.61 0.004
C -0.09 2.31 2.86 0.022
C 2.91 -1.03 -0.29 0.000
C -3.17 -1.31 1.14 -0.003
C 3.17 -1.32 1.15 -0.002
C 2.48 -0.47 -2.94 -0.002
C 0.01 4.27 1.30 -0.003
C 0.04 4.78 0.02 0.000
C -2.90 -1.02 -0.30 0.000
C 0.01 2.53 -0.79 0.004
H 0.00 4.91 2.17 0.000
H 2.92 -2.36 1.38 0.001
H -4.61 -2.14 -0.96 0.000
H -0.10 3.10 3.61 -0.004
H 4.62 -2.15 -0.94 0.000
H -0.97 1.69 2.98 -0.001
H -2.55 -0.70 1.79 0.005
H 4.22 -1.66 -3.36 0.000
H 4.22 -1.16 1.38 -0.001
H 0.77 1.66 3.04 -0.002
H -2.94 -2.36 1.37 0.001
H -4.23 -1.14 1.36 -0.001
H 2.55 -0.70 1.80 0.005
H -4.20 -1.64 -3.37 0.000
H 0.07 4.26 -2.06 -0.001
H 2.28 -0.21 -3.97 0.000
H -2.25 -0.20 -3.98 0.000
H 0.07 5.85 -0.14 0.000
```